Entry 1:
79
Properties=species:S:1:pos:R:3:forces:R:3:lowdin_charge:R:1 method="wB97M-V/def2-TZVPD" max_force_ev_per_a=0.46 lumo_energy_ev=0.268
Tl 0.181639 -0.680561 -0.302270 0.0 0.1 0.0 0.732
C -2.105353 2.130677 -3.214512 0.0 -0.1 0.1 -0.540
C -0.683643 2.359744 -3.714297 0.0 0.1 0.1 -0.525
S 0.526433 2.228402 -2.367045 -0.1 -0.1 0.0 0.802
C 2.045720 2.144192 -3.353719 -0.1 0.1 0.1 -0.523
C 3.083897 1.214859 -2.737848 0.0 -0.2 0.0 -0.516
S 2.571022 -0.496882 -2.430877 0.0 0.1 -0.1 0.840
C 1.994056 -0.975205 -4.080378 0.1 0.0 0.1 -0.504
C 1.191109 -2.265498 -4.018739 -0.1 0.0 0.1 -0.524
S -0.403969 -2.134785 -3.173120 0.0 0.0 -0.1 0.809
C -1.306120 -1.148625 -4.400149 0.0 -0.1 0.1 -0.521
C -2.603711 -0.590447 -3.829827 0.0 0.1 0.1 -0.533
S -2.462198 0.541948 -2.417852 0.0 0.0 -0.1 0.765
H -2.810512 2.268998 -4.035611 0.0 0.0 0.0 0.079
H -2.345455 2.863699 -2.442653 0.0 0.0 0.0 0.054
H -0.623206 3.359482 -4.149438 0.0 0.0 -0.1 0.083
H -0.417031 1.637203 -4.484340 0.0 0.0 -0.1 0.051
H 2.472959 3.144306 -3.434321 0.1 0.0 0.0 0.078
H 1.779353 1.822101 -4.359718 0.0 0.0 0.0 0.061
H 3.373972 1.568061 -1.747133 0.0 0.0 0.0 0.063
H 3.971509 1.203569 -3.372421 0.0 0.1 0.0 0.080
H 2.864948 -1.116242 -4.723828 0.0 0.0 -0.1 0.088
H 1.390555 -0.167349 -4.491056 0.0 0.0 0.0 0.045
H 1.725666 -3.029051 -3.457119 0.1 -0.1 0.0 0.023
H 1.011353 -2.644716 -5.026176 0.1 0.0 0.0 0.085
H -1.540736 -1.801316 -5.245194 0.0 0.1 0.0 0.084
H -0.660437 -0.349918 -4.756378 0.0 0.0 0.0 0.047
H -3.222138 -1.409488 -3.457033 0.0 0.0 0.0 0.071
H -3.169222 -0.082212 -4.612678 0.0 0.0 0.0 0.079
C 0.479241 -0.717659 3.852063 0.0 -0.1 0.0 -0.026
C 0.229123 -2.093481 3.297402 0.0 0.0 -0.1 -0.327
C -0.429758 -3.077633 4.068833 0.0 0.0 0.1 -0.016
C -0.600094 -4.328428 3.558092 0.0 0.0 0.0 -0.030
C -0.100805 -4.643314 2.272197 0.1 0.1 0.0 -0.195
C -0.162206 -5.921762 1.676798 -0.1 -0.1 0.1 -0.636
Br -1.024205 -7.366282 2.568862 0.0 0.0 0.0 0.739
C 0.410708 -6.149564 0.461372 0.0 0.0 0.0 -0.189
C 1.038139 -5.107791 -0.232205 0.1 0.3 0.0 -0.592
Br 1.894460 -5.532327 -1.870829 -0.1 0.1 0.0 0.767
C 1.101491 -3.787050 0.230326 0.0 -0.2 0.1 -0.444
O 1.644844 -2.808411 -0.408810 -0.2 -0.1 -0.1 -0.305
C 0.528018 -3.594285 1.558131 0.0 0.0 0.0 -0.144
N 0.661814 -2.347582 2.086717 -0.1 0.0 0.0 0.108
H -0.431995 -0.268303 4.251165 0.0 0.0 0.0 0.069
H 1.206329 -0.769385 4.666909 0.0 0.0 0.0 0.089
H 0.888155 -0.081126 3.068086 0.0 0.0 0.0 0.056
H -0.794175 -2.826615 5.058572 0.0 0.0 0.0 0.114
H -1.110609 -5.091151 4.129928 0.0 0.0 0.0 0.076
H 0.391516 -7.140603 0.029010 0.0 0.0 0.0 0.091
N 3.397494 -1.166106 1.043487 0.1 0.4 -0.1 0.190
C 3.264036 0.177451 1.050423 0.0 -0.3 -0.1 -0.665
N 4.287934 0.886787 1.625035 0.1 0.1 0.0 0.159
O 2.297819 0.783390 0.557209 0.2 -0.3 0.1 -0.149
H 4.258957 -1.590123 1.333988 0.1 0.1 0.0 0.108
H 2.760590 -1.750405 0.490370 -0.2 -0.1 0.1 0.040
H 4.957416 0.435934 2.221804 0.0 0.0 0.0 0.095
H 4.106335 1.859610 1.791279 0.0 0.0 0.0 0.098
C -2.806186 5.225663 1.136305 0.0 -0.1 0.1 -0.211
C -3.160889 3.824484 1.645654 0.1 0.1 -0.1 -0.463
Sb -1.643062 2.373489 1.097719 -0.2 0.0 0.1 1.348
C -0.316434 2.872700 2.737251 0.1 0.1 -0.2 -0.434
C 0.845871 3.760587 2.273272 -0.1 -0.1 0.0 -0.201
C -2.621384 0.688779 2.053316 0.0 0.2 0.1 -0.452
C -3.154041 0.965713 3.460416 0.0 -0.1 -0.1 -0.194
H -3.551514 5.965355 1.441086 0.0 0.0 0.0 0.063
H -2.742839 5.249497 0.044959 0.0 0.0 0.1 0.056
H -1.838533 5.559008 1.523964 -0.1 0.0 0.0 0.050
H -4.109113 3.484337 1.220429 0.0 0.0 0.0 0.046
H -3.265728 3.821624 2.732943 0.0 0.0 0.0 0.039
H 0.059242 1.932102 3.145602 0.0 0.1 0.0 0.018
H -0.907371 3.363335 3.514115 0.0 0.0 0.0 0.048
H 1.446982 3.241340 1.521723 0.0 0.0 0.0 0.044
H 1.496960 4.033678 3.110315 0.0 0.0 -0.1 0.064
H 0.488148 4.690811 1.821140 0.0 -0.1 0.0 0.051
H -1.891295 -0.122952 2.061259 0.0 0.0 0.0 -0.001
H -3.425396 0.380075 1.380785 0.0 0.0 0.0 0.045
H -2.372850 1.358011 4.116771 0.0 0.0 0.0 0.051
H -3.549072 0.054734 3.920070 0.0 0.0 0.0 0.067
H -3.962526 1.698898 3.440419 0.0 0.0 0.0 0.054

Entry 2:
66
Properties=species:S:1:pos:R:3:forces:R:3:lowdin_charge:R:1 method="wB97M-V/def2-TZVPD" max_force_ev_per_a=5.07 total_charge=+1 lumo_energy_ev="-3.555 / -3.554"
Mo 0.788247 -0.302591 0.158374 -0.1 1.7 -0.4 1.666
O 2.520647 -0.337191 -0.260326 4.3 0.1 -1.3 -0.255
C 3.503747 -0.975791 0.352674 0.6 -0.5 1.4 -0.302
C 4.481947 -1.669691 -0.363326 -0.1 0.0 -0.2 0.002
C 5.460547 -2.391091 0.291574 -0.3 0.3 0.1 -0.053
C 5.510947 -2.384191 1.684574 0.1 -0.1 0.1 -0.076
C 4.583647 -1.673691 2.407874 -0.4 0.3 0.0 -0.031
C 3.527347 -0.979491 1.781874 1.0 -0.5 -1.2 -0.164
C 2.531447 -0.318291 2.555674 -1.7 0.5 0.2 -0.071
N 1.330347 -0.009891 2.092974 2.6 -0.5 1.3 -0.154
C 0.445047 0.762809 2.929274 -0.8 0.8 0.4 -0.167
C 0.142947 2.125109 2.258874 0.5 0.0 0.7 -0.119
N -0.576153 1.964709 1.013274 -0.6 0.0 -0.1 -0.129
C -1.954553 1.892909 1.112674 1.2 0.3 0.2 -0.001
C -2.737553 0.768009 0.821474 0.1 -1.1 -0.4 -0.160
C -4.151753 0.860009 0.829674 0.0 -0.2 0.0 -0.036
C -4.950353 -0.238391 0.624774 -0.1 0.5 0.1 -0.075
C -4.391253 -1.500391 0.429874 0.7 -0.2 0.0 -0.061
C -3.014953 -1.641191 0.428974 -0.3 -0.3 -0.1 -0.002
C -2.182853 -0.538391 0.600574 -0.6 0.9 0.4 -0.272
O -0.870453 -0.699591 0.595074 -4.8 -1.3 0.7 -0.294
H 4.443747 -1.643291 -1.444826 -0.1 0.0 0.0 0.125
H 6.187947 -2.954191 -0.272426 0.1 0.0 -0.1 0.113
H 6.282047 -2.938191 2.195574 0.1 0.0 0.1 0.108
H 4.624847 -1.669591 3.486674 0.1 0.0 0.2 0.116
H 2.765747 -0.098791 3.597674 0.0 0.1 -0.1 0.136
H 0.876947 0.945809 3.921974 -0.1 -0.1 -0.1 0.125
H -0.512153 0.231009 3.038674 0.3 0.0 0.0 0.128
H 1.086047 2.649709 2.078974 -0.1 0.0 0.0 0.133
H -0.478853 2.712709 2.936874 0.0 0.0 0.0 0.136
H -2.434253 2.732609 1.602374 0.0 0.0 0.2 0.140
H -4.597153 1.830709 0.990874 -0.1 0.1 0.0 0.120
H -6.024153 -0.126391 0.614074 -0.1 0.0 0.1 0.109
H -5.028353 -2.359791 0.289374 0.0 -0.1 0.0 0.109
H -2.545253 -2.607491 0.287874 0.0 0.0 0.0 0.120
N 1.443247 -3.413191 1.984574 -0.1 -0.1 0.3 0.140
C 1.407047 -3.508491 0.648674 0.1 -0.7 -0.3 -0.660
N 0.985147 -2.559591 -0.135926 0.1 0.2 0.4 -0.021
C 1.024347 -2.912491 -1.467626 0.3 -1.1 -0.1 -0.317
C 1.476647 -4.173791 -1.694026 -0.2 0.4 0.2 -0.322
S 1.890947 -4.955491 -0.207826 -0.2 0.4 0.1 1.084
C 0.684047 -1.874191 -2.421526 -0.1 -0.1 -1.1 -0.308
C 0.613647 -1.912491 -3.776526 0.0 0.1 0.6 -0.320
S 0.351447 -0.328691 -4.421026 -0.1 0.1 0.5 1.097
C 0.356947 0.314909 -2.788526 -0.1 -0.3 -0.7 -0.584
N 0.491747 -0.620491 -1.880726 -0.1 0.4 -0.6 -0.071
N 0.279947 1.626209 -2.575626 0.0 0.4 -0.3 0.073
H 1.146647 -2.554691 2.424874 0.1 -0.1 -0.1 0.094
H 1.848847 -4.141291 2.545074 0.0 0.1 0.0 0.112
H 1.608147 -4.681191 -2.626126 0.1 -0.1 -0.3 0.077
H 0.685447 -2.747491 -4.439326 0.1 -0.3 -0.1 0.077
H 0.174747 2.192209 -3.407726 0.0 -0.1 0.1 0.147
H 0.683647 3.202709 -1.324026 -0.2 -0.1 0.0 0.148
C 0.167947 1.559009 -0.094626 -0.6 -0.1 -0.1 -0.229
C -0.043053 2.373909 -1.348126 -0.5 -0.1 0.1 -0.235
C -1.430953 2.969009 -1.495626 0.2 0.3 -0.3 -0.207
C -2.524053 2.150409 -1.754926 0.0 0.1 -0.2 -0.050
C -3.787553 2.696409 -1.894526 0.1 -0.1 -0.1 -0.073
C -3.960453 4.069509 -1.828026 0.0 0.1 0.0 -0.073
C -2.871953 4.893609 -1.600426 -0.1 0.1 0.0 -0.071
C -1.614853 4.344009 -1.421626 0.1 -0.2 0.0 -0.032
H -2.385653 1.079209 -1.833826 0.0 -0.1 0.0 0.125
H -4.636753 2.050909 -2.063226 -0.1 -0.1 -0.1 0.111
H -4.941253 4.496609 -1.969226 -0.1 0.0 0.0 0.107
H -3.001753 5.963809 -1.574126 0.0 0.1 0.0 0.107
H -0.766453 4.982609 -1.228526 0.1 0.1 0.0 0.113

Entry 3:
109
Properties=species:S:1:pos:R:3:forces:R:3:lowdin_charge:R:1 method="wB97M-V/def2-TZVPD" max_force_ev_per_a=3.80 relative_energy_kj_mol=0.0 lumo_energy_ev=-1.252
Ta -6.058183 -0.103083 21.899569 -3.4 -0.3 -1.0 1.679
Cl -12.639106 1.248249 23.514997 0.3 -0.4 -0.1 0.637
C -11.100138 0.428145 23.478042 1.4 -1.2 -0.7 -0.658
C -9.976320 1.170727 23.046272 -0.1 -0.7 1.3 -0.033
C -8.700815 0.592778 23.117427 -2.4 -0.6 -0.3 -0.245
N -7.530566 1.151701 22.638096 0.9 3.4 0.9 -0.075
C -7.246026 2.512560 23.108701 -3.2 -0.6 -1.5 -0.346
O -8.061241 3.449859 23.206695 2.0 -2.4 0.1 0.075
C -5.844965 2.642235 23.480384 3.1 -0.4 1.0 -0.184
C -5.379078 3.707984 24.256782 -0.5 1.0 0.1 0.020
C -4.059876 3.772650 24.704124 0.6 -2.4 -1.2 0.003
C -3.184297 2.687676 24.327178 -1.8 1.6 -0.2 -0.026
C -3.650661 1.750783 23.442586 -2.1 0.2 0.4 -0.092
N -4.990427 1.649250 23.134809 1.1 0.7 -0.3 0.024
C -8.556136 -0.743390 23.581437 -1.0 1.3 -0.8 -0.238
C -9.661444 -1.541047 23.840810 -0.8 0.1 0.2 -0.022
C -10.939023 -0.991982 23.697934 -0.1 2.6 -0.2 -0.677
Cl -12.366466 -1.935492 23.621548 -0.1 -0.6 0.5 0.673
N -7.255161 -1.110075 23.475321 3.0 -2.3 0.1 -0.044
C -6.786623 -2.365355 23.808461 -2.6 1.7 0.1 -0.466
O -7.440290 -3.271733 24.316513 0.9 0.0 -0.2 0.067
C -5.356287 -2.456132 23.531926 2.8 0.4 0.0 -0.202
C -4.606404 -3.419729 24.148052 1.0 -0.7 0.5 0.007
C -3.199764 -3.428246 24.019658 -0.5 -0.8 -0.2 -0.019
C -2.563085 -2.629486 23.076074 -1.4 0.6 0.5 -0.027
C -3.363154 -1.678304 22.448013 -1.6 0.2 0.9 -0.066
N -4.695166 -1.503829 22.785590 0.8 -1.8 -0.5 -0.037
H -10.113868 2.200250 22.769585 0.1 0.1 -0.2 0.089
H -6.141717 4.479069 24.471516 0.7 -0.3 -0.1 0.134
H -3.611491 4.592559 25.219090 -0.3 0.5 0.6 0.102
H -2.173635 2.591591 24.629689 0.8 0.4 0.3 0.097
H -2.938891 1.092446 22.981088 -0.2 -0.7 -0.1 0.097
H -9.538012 -2.559671 24.177694 -0.1 0.0 -0.3 0.104
H -5.132188 -4.160462 24.755191 0.2 0.3 -0.1 0.132
H -2.623889 -4.151027 24.601139 -0.2 0.2 -0.2 0.117
H -1.507627 -2.647044 22.906350 0.3 -0.2 -0.2 0.107
H -3.000180 -0.977784 21.708393 0.1 0.1 -0.1 0.085
O -3.072619 0.670942 20.203928 0.3 0.3 -0.2 0.043
C -4.088939 1.288759 19.942519 -0.8 -0.5 1.0 -0.528
O -5.249247 0.873913 20.435650 1.2 0.4 -0.6 -0.271
C -4.122927 2.511058 19.108557 -0.4 0.8 -0.4 -0.110
C -2.857046 2.983994 18.752578 -0.9 0.1 -0.1 -0.006
C -2.753195 3.988650 17.794928 1.7 -0.3 0.8 -0.062
C -3.871410 4.434652 17.134421 0.5 1.2 -0.4 -0.073
C -5.113019 4.113108 17.602966 -1.1 0.5 0.0 -0.130
C -5.284894 3.203631 18.645197 1.5 -0.2 -0.9 -0.314
P -6.975829 2.963232 19.090650 -1.3 -1.3 2.7 1.090
C -7.540772 4.591517 19.787447 -1.5 -0.3 0.4 -0.325
C -8.814497 4.601722 20.471470 1.1 -0.4 -0.9 -0.134
C -9.402529 5.778033 20.860899 0.2 1.0 0.3 -0.089
C -8.783877 7.017549 20.570523 -0.1 0.1 0.9 -0.084
C -7.594213 7.010690 19.860200 0.8 0.3 0.3 -0.090
C -6.922217 5.809556 19.595692 -0.4 -0.1 -0.6 -0.096
C -7.808198 2.804816 17.520524 -0.5 0.7 -1.3 -0.377
C -9.106824 3.348423 17.429891 0.3 -1.4 -0.3 -0.090
C -9.808899 3.278854 16.230044 0.2 0.7 0.0 -0.088
C -9.125055 2.872667 15.087607 -0.3 -0.1 -0.7 -0.093
C -7.870150 2.230564 15.172349 -1.0 0.3 0.2 -0.088
C -7.225931 2.165835 16.387107 0.8 0.3 1.3 -0.102
H -2.040563 2.528254 19.298677 0.3 0.2 -0.4 0.117
H -1.757447 4.445071 17.666260 -0.6 -0.3 -0.5 0.117
H -3.776904 5.177992 16.347446 0.0 -0.1 0.1 0.115
H -6.007313 4.653295 17.200884 0.9 -0.7 0.2 0.134
H -9.329847 3.675600 20.698918 0.2 -0.1 -0.1 0.094
H -10.331646 5.755813 21.433402 0.3 0.0 -0.1 0.109
H -9.117645 7.953416 21.098411 0.0 -1.0 -1.2 0.119
H -7.106390 7.939590 19.540832 -0.2 -0.3 0.5 0.104
H -5.924774 5.778486 19.182013 0.0 0.5 -0.2 0.086
H -9.613160 3.689010 18.318127 0.1 0.3 0.0 0.083
H -10.849664 3.655397 16.201178 0.8 -0.2 -0.2 0.114
H -9.578307 3.129731 14.112500 0.3 -0.8 0.5 0.106
H -7.439342 1.742252 14.315286 0.1 0.2 -0.3 0.094
H -6.191428 1.722593 16.480161 -1.4 0.4 -0.2 0.116
C -7.001298 -1.345279 20.620362 0.9 -0.4 0.3 -0.360
Ge -6.422792 -2.389235 19.019359 -0.2 0.1 0.1 0.951
C -5.263468 -1.691840 17.575649 -0.5 0.6 1.2 -0.271
C -5.867470 -1.178243 16.419142 1.0 -0.1 0.6 -0.106
C -5.040684 -0.766243 15.388510 -0.8 0.6 -0.8 -0.108
C -3.658050 -0.823318 15.492792 0.0 0.4 -0.2 -0.092
C -3.093494 -1.210379 16.700824 1.4 0.1 0.5 -0.096
C -3.882737 -1.599548 17.772149 -0.7 -0.6 -0.3 -0.128
C -5.601793 -4.079672 19.714107 -1.9 1.3 0.0 -0.289
C -4.802542 -4.794224 18.886565 1.4 -1.1 -0.7 -0.129
C -4.219761 -5.993900 19.339773 0.6 -0.1 -1.2 -0.085
C -4.374032 -6.385370 20.652418 -0.5 0.4 0.8 -0.105
C -5.237323 -5.679503 21.499018 -0.5 1.1 -1.3 -0.069
C -5.965358 -4.595640 20.948577 1.0 -0.5 1.2 -0.091
C -8.055193 -2.857711 18.040920 0.6 -0.9 0.5 -0.306
C -8.297624 -4.142005 17.546946 -1.4 0.7 -0.6 -0.086
C -9.542069 -4.464732 16.996399 1.0 0.4 0.0 -0.082
C -10.538050 -3.498111 16.977284 -0.7 -0.2 -0.9 -0.107
C -10.273813 -2.193207 17.323158 0.9 0.0 1.0 -0.076
C -9.026496 -1.909676 17.904415 -1.0 1.5 -0.2 -0.136
H -7.912143 -1.949657 20.831329 0.3 0.5 0.4 -0.007
H -6.930342 -0.997323 16.398438 -0.2 -0.4 -0.3 0.089
H -5.520573 -0.315790 14.501086 0.5 -0.4 0.4 0.107
H -3.076427 -0.456603 14.638086 0.0 -0.3 0.5 0.106
H -2.003594 -1.197154 16.883667 -0.6 0.1 -0.5 0.110
H -3.471712 -1.887855 18.753499 0.0 0.1 -0.7 0.106
H -4.613059 -4.370461 17.897434 0.2 -0.5 0.1 0.100
H -3.589872 -6.614013 18.660218 -0.5 0.7 0.6 0.113
H -3.856678 -7.233642 21.060336 0.3 -0.3 -0.1 0.093
H -5.322484 -5.880906 22.552289 -0.2 -0.5 0.1 0.092
H -6.745482 -4.115017 21.532904 0.2 0.1 0.1 0.091
H -7.529181 -4.850254 17.470763 1.1 -1.0 0.2 0.077
H -9.652443 -5.394906 16.447455 -0.3 -0.1 0.5 0.101
H -11.507653 -3.758027 16.565278 0.0 0.0 0.0 0.099
H -10.990918 -1.394650 17.251261 -0.3 0.0 -0.1 0.098
H -8.826909 -0.875848 18.245147 -0.2 -0.6 -0.1 0.108